A cluster of 9 separate species, C38H96ClF6N6O10 in total at a distorted geometry, computed with ωB97M-V/def2-TZVPD.

Structure (ORCA input):
```
! RIJCOSX wB97M-V def2-TZVPD def2/J DEFGRID3
* xyz 3 1
Cl 0.1133 0.2140 0.3284
C -1.9032 3.8233 0.6125
N -3.0805 4.1541 1.5681
C -3.8250 2.9112 2.1572
C -2.4742 4.8471 2.7969
C -4.1065 5.1435 0.9647
C -4.2673 4.9947 -0.6247
O -4.6346 3.6867 -0.9731
H -1.4962 4.7848 0.2994
H -2.2432 3.1617 -0.1843
H -1.1693 3.2981 1.2237
H -4.4708 2.5130 1.3747
H -4.4070 3.2763 3.0034
H -3.0539 2.2433 2.5413
H -1.8508 4.1074 3.2993
H -3.2958 5.2130 3.4127
H -1.8914 5.7324 2.5425
H -3.6864 6.1253 1.1833
H -5.0753 5.0188 1.4484
H -3.3917 5.4040 -1.1285
H -5.1706 5.4564 -1.0235
H -5.5365 3.5585 -0.6701
C 0.3423 2.7873 -2.6646
N 1.7466 3.0581 -2.4266
C 2.5455 1.6684 -2.6166
C 2.2736 4.0864 -3.5029
C 1.9623 3.5376 -0.9787
C 3.3840 3.4287 -0.4416
O 4.4656 3.7359 -1.3501
H 0.2638 2.3648 -3.6663
H -0.2715 3.6866 -2.6130
H -0.1078 2.1048 -1.9438
H 2.3303 0.9705 -1.8075
H 3.6212 1.8388 -2.6605
H 2.1732 1.2207 -3.5381
H 3.3292 4.2859 -3.3188
H 1.7682 5.0086 -3.2162
H 2.1796 3.7068 -4.5204
H 1.2513 2.9786 -0.3704
H 1.6251 4.5739 -0.9574
H 3.6265 2.4300 -0.0782
H 3.5196 3.9667 0.4966
H 5.2703 3.6397 -0.8355
C -5.2573 0.3100 -2.5847
N -4.7699 -0.6253 -1.4410
C -4.0748 -1.8473 -2.0754
C -3.7219 0.1800 -0.7322
C -5.9523 -1.1170 -0.5874
C -5.5696 -1.8638 0.6728
O -4.6932 -3.0088 0.4526
H -5.5756 1.2453 -2.1242
H -5.9416 -0.2462 -3.2254
H -4.3394 0.4792 -3.1476
H -4.8455 -2.5079 -2.4726
H -3.3327 -2.3488 -1.4542
H -3.5311 -1.4484 -2.9317
H -2.8978 0.4755 -1.3815
H -3.3486 -0.4041 0.1089
H -4.2178 1.0926 -0.4013
H -6.6547 -1.5710 -1.2864
H -6.3795 -0.1595 -0.2898
H -6.5162 -2.2851 1.0111
H -5.2551 -1.2035 1.4810
H -5.1214 -3.7282 -0.0173
C -0.3710 -4.5652 0.0900
N 0.7660 -4.1750 -0.8375
C 1.1904 -5.3924 -1.6878
C 0.1474 -3.2689 -1.9194
C 1.9685 -3.4066 -0.1661
C 2.7335 -4.1243 0.9866
O 1.9764 -4.1571 2.1194
H -0.7762 -3.6044 0.4073
H 0.0999 -5.2700 0.7752
H -1.1426 -5.0398 -0.5163
H 0.2672 -5.8382 -2.0582
H 1.8482 -6.0426 -1.1110
H 1.7744 -5.0325 -2.5349
H -0.8417 -3.6339 -2.1961
H 0.8082 -3.0576 -2.7601
H 0.0412 -2.3522 -1.3394
H 1.5918 -2.4383 0.1635
H 2.5786 -3.2220 -1.0503
H 3.6263 -3.5671 1.2705
H 3.0765 -5.1483 0.8385
H 2.4922 -4.0755 2.9249
C -1.6464 -2.4762 6.1890
N -0.7316 -2.6826 4.9778
C 0.7065 -2.7807 5.4562
C -1.1341 -4.0170 4.3093
C -0.7241 -1.4355 4.0296
C -2.0977 -1.0105 3.4989
O -3.0600 -0.5319 4.4806
H -2.7017 -2.6269 5.9619
H -1.3949 -1.4906 6.5807
H -1.2806 -3.1755 6.9408
H 1.3570 -2.8306 4.5830
H 0.7453 -3.6937 6.0504
H 0.9791 -1.8852 6.0147
H -1.0213 -4.6558 5.1853
H -0.4745 -4.1934 3.4597
H -2.1749 -3.9665 3.9896
H -0.1477 -1.6205 3.1232
H -0.3338 -0.5786 4.5786
H -2.4441 -1.8751 2.9326
H -1.9731 -0.1763 2.8085
H -2.7118 0.2729 4.8713
C 4.6356 2.1060 2.9993
N 3.2859 1.4337 3.3794
C 3.0772 0.1623 2.4725
C 3.4282 0.9885 4.8276
C 2.1865 2.4999 3.0606
C 0.8422 2.1848 3.6860
O 0.7968 2.3484 5.0847
H 4.5457 2.5219 1.9957
H 5.2750 1.2492 3.2116
H 4.6275 2.8944 3.7520
H 2.2118 -0.3864 2.8441
H 3.8955 -0.5217 2.6975
H 2.9211 0.5042 1.4493
H 2.5716 0.3962 5.1492
H 3.5263 1.8481 5.4906
H 4.2993 0.3366 4.8943
H 2.2079 2.5864 1.9743
H 2.4775 3.4588 3.4895
H 0.5151 1.2070 3.3326
H 0.1252 2.8956 3.2752
H -0.1205 2.2488 5.3495
C -1.3503 0.4442 -6.3841
O -1.2600 -1.0143 -6.2583
O -1.9128 0.8935 -5.1387
C 0.1103 1.0160 -6.7048
F 0.1033 2.3452 -6.8480
F 1.0770 0.6754 -5.8414
F 0.4718 0.6321 -7.8770
C -0.6059 -1.6840 -5.1420
C -0.9404 -3.1482 -5.3898
H -0.6196 -3.9157 -4.6854
H -2.0049 -3.3673 -5.3065
H -0.7380 -3.4839 -6.4068
H -0.9217 -1.3871 -4.1419
H 0.4498 -1.4782 -5.3187
H -1.9936 0.6273 -7.2447
C 4.9122 -2.2988 -3.5342
O 5.2852 -2.1615 -2.1649
O 3.6869 -3.0146 -3.5058
C 5.0118 -1.0264 -4.4162
F 3.8567 -0.2442 -4.5044
F 6.0534 -0.1918 -4.1894
F 5.2683 -1.4138 -5.6626
C 4.8362 -0.9780 -1.4455
C 5.6612 -1.0021 -0.1084
H 6.7317 -1.0650 -0.3038
H 5.5626 -0.0940 0.4864
H 5.4803 -1.9274 0.4385
H 3.7785 -1.0325 -1.1879
H 5.0504 0.0125 -1.8471
H 5.6510 -3.0020 -3.9186
*
```

## Properties
gap between HOMO and LUMO	3.5	eV
E	-99169.6119	eV
LUMO level	-7.42	eV